This record from the Open Molecules 2025 dataset describes a structure of composition C20H42NOP3Ru at a distorted geometry. The level of theory is ωB97M-V/def2-TZVPD.

Positions of all 68 atoms, in Å:
Ru 0.916 -0.434 -0.199
P 0.208 1.642 -0.772
P 1.036 -2.595 0.911
P -1.128 -1.231 -0.902
O 4.564 3.937 -0.455
N 0.293 0.072 1.597
C -2.589 -0.152 -1.132
C 3.801 2.566 -2.329
C 0.043 -3.358 2.256
C 4.602 3.598 -1.808
C 3.529 2.478 -3.699
C 1.239 -3.954 -0.313
C 5.026 4.397 -4.015
C 5.318 4.429 -2.665
C 4.130 3.438 -4.521
C 0.007 1.861 -2.581
C 1.423 2.826 -0.156
C -0.909 0.745 3.777
C -0.436 0.287 2.492
C -1.295 2.435 -0.053
C 2.422 -1.148 -1.243
C -2.429 0.656 3.979
C -0.839 -1.889 -2.577
C 2.617 -2.347 1.792
C 3.113 -0.092 -0.522
C -1.968 -2.533 0.051
H -2.426 0.589 -1.928
H 1.997 -4.644 0.081
H 2.370 -2.051 2.820
H -0.395 0.151 4.541
H 0.291 -4.486 -0.444
H -2.706 0.947 4.999
H 5.526 5.095 -4.685
H -1.918 -2.294 1.121
H 2.880 -2.162 -1.163
H -2.818 0.354 -0.186
H -1.521 -2.730 -2.761
H 2.876 1.682 -4.083
H 2.123 2.344 0.527
H 1.564 -3.562 -1.283
H 0.202 -2.217 -2.685
H 3.444 0.059 0.523
H 2.216 -0.894 -2.302
H -1.519 -3.518 -0.118
H 0.726 -3.929 2.899
H 0.788 1.310 -3.124
H -2.790 -0.372 3.828
H -2.954 1.331 3.288
H -0.709 -4.054 1.860
H 1.979 3.246 -0.994
H -0.967 1.481 -2.921
H 3.868 3.466 -5.566
H -2.148 2.392 -0.737
H -3.028 -2.561 -0.229
H 4.008 0.111 -1.135
H -0.564 1.780 3.898
H 0.911 3.640 0.366
H 3.226 -1.591 1.307
H -1.048 -1.094 -3.303
H 3.375 1.829 -1.626
H -1.051 3.487 0.129
H 5.965 5.184 -2.200
H -0.458 -2.591 2.863
H -3.457 -0.784 -1.389
H 4.137 4.791 -0.431
H -1.551 1.968 0.907
H 3.138 -3.309 1.805
H 0.077 2.934 -2.805

- 2S+1 = 5
- net charge = +4
- energy relative to the best compared isomer or geometry (same formula, charge and spin) (kcal per mole) = 98.9
- calculated total energy (Eh) = -2034.50496
- ⟨S²⟩ = 6.03
- orbital gap (alpha / beta) (Eh) = 0.3127 / 0.2362
- max |F| (eV/Å) = 4.34